C57H69N3P2Sn as an isolated structure at a distorted geometry. Source: the OMol25 dataset; level of theory: ωB97M-V/def2-TZVPD.

As for the net charge: -2. The calculation puts the energy above the lowest of the compared OMol25 structures with the same formula, charge and spin at 121.86 kcal per mole.

Structure (XYZ):
```
132
Properties=species:S:1:pos:R:3:mulliken_charge:R:1
Sn -1.614 -0.048 -0.122 -0.020
C -3.041 -0.407 4.409 -1.273
C -1.751 0.243 4.923 0.558
C -1.998 1.108 6.165 -1.670
P -0.813 0.897 3.446 1.044
C 0.591 1.888 4.169 2.040
C 0.279 3.187 4.908 -1.673
C 1.479 0.967 5.003 -1.626
C -1.843 2.250 2.763 0.262
C -2.994 2.788 3.341 -0.394
C -3.706 3.829 2.768 0.431
C -4.946 4.382 3.419 -1.839
C -3.237 4.343 1.560 -1.344
C -2.119 3.817 0.951 -0.386
C -1.391 2.762 1.528 -0.320
N -0.318 2.161 0.895 0.772
C 0.626 2.941 0.330 -0.023
C 0.743 4.331 0.626 -0.458
C 1.713 5.136 0.070 -1.147
C 2.655 4.627 -0.818 0.326
C 3.734 5.481 -1.431 -1.661
C 2.592 3.262 -1.063 0.473
C 1.636 2.407 -0.523 -0.612
P 2.004 0.628 -0.622 1.615
C 3.520 0.388 -1.698 0.555
C 4.907 0.804 -1.202 -1.574
C 3.311 0.794 -3.162 -1.731
C 2.583 0.426 1.162 2.477
C 3.383 1.612 1.723 -1.576
C 3.272 -0.893 1.497 -0.862
H -3.483 -1.042 5.184 0.571
H -2.844 -1.022 3.531 -0.027
H -3.784 0.333 4.116 0.212
H -1.100 -0.584 5.231 0.583
H -2.349 2.111 5.925 0.187
H -1.088 1.219 6.754 0.293
H -2.749 0.638 6.810 0.498
H 1.136 2.158 3.259 -1.270
H -0.081 3.001 5.921 0.328
H -0.475 3.775 4.382 0.293
H 1.183 3.799 4.987 0.452
H 0.985 0.685 5.937 0.323
H 2.418 1.463 5.264 0.433
H 1.718 0.050 4.463 0.314
H -3.358 2.391 4.280 0.113
H -5.234 3.779 4.282 0.374
H -5.789 4.390 2.723 0.346
H -4.799 5.409 3.766 0.289
H -3.790 5.137 1.065 0.187
H -1.793 4.196 -0.009 1.007
H 0.040 4.761 1.325 0.388
H 1.743 6.189 0.342 0.293
H 3.475 6.541 -1.369 0.410
H 3.886 5.242 -2.486 0.354
H 4.699 5.352 -0.928 0.251
H 3.360 2.843 -1.695 -0.318
H 3.516 -0.707 -1.719 0.356
H 5.054 1.886 -1.202 0.129
H 5.656 0.372 -1.874 0.524
H 5.117 0.439 -0.200 0.373
H 3.495 1.855 -3.335 0.412
H 2.298 0.555 -3.484 0.232
H 4.014 0.231 -3.782 0.584
H 1.601 0.431 1.655 -1.509
H 4.285 1.823 1.150 0.298
H 3.695 1.367 2.745 0.440
H 2.799 2.530 1.761 0.194
H 4.223 -1.010 0.971 0.156
H 2.635 -1.745 1.269 0.022
H 3.495 -0.920 2.568 0.595
C 0.879 -0.259 -1.563 -1.619
C 1.047 -1.518 -2.039 0.323
C 0.824 -1.990 -3.421 -0.017
C 2.001 -2.829 -3.759 1.205
C 2.964 -2.453 -4.788 -0.818
C 3.887 -3.298 -5.287 -1.115
C 3.836 -4.707 -4.966 -0.854
C 2.855 -5.221 -4.202 -1.411
C 1.886 -4.406 -3.456 2.108
C -0.292 -1.940 -4.282 0.802
C -1.560 -1.409 -3.914 -0.500
C -2.655 -1.501 -4.745 -0.395
C -2.580 -2.093 -6.010 -0.906
C -1.341 -2.576 -6.416 -0.750
C -0.230 -2.495 -5.596 -0.318
H 2.865 -1.448 -5.179 0.611
H 4.589 -2.959 -6.041 0.374
H 4.525 -5.380 -5.466 0.376
H 2.726 -6.300 -4.161 0.336
H 0.582 -6.039 -3.767 0.588
H -1.677 -0.936 -2.947 0.188
H -3.599 -1.102 -4.394 0.376
H -3.449 -2.157 -6.653 0.357
H -1.232 -3.025 -7.400 0.359
H 0.718 -2.878 -5.959 0.268
C -5.197 1.835 -0.305 -1.685
C -4.256 1.382 -1.436 2.053
C -5.090 0.617 -2.477 -1.445
C -3.669 2.627 -2.126 -1.271
N -3.238 0.537 -0.916 0.295
H -5.989 2.500 -0.673 0.364
H -4.623 2.352 0.459 0.233
H -5.658 0.957 0.154 0.350
H -5.872 1.247 -2.916 0.384
H -5.559 -0.251 -2.007 0.388
H -4.435 0.263 -3.271 -0.068
H -4.454 3.287 -2.514 0.416
H -3.027 2.316 -2.952 0.348
H -3.059 3.184 -1.413 -0.014
C -1.172 -5.042 3.915 -0.470
C 0.043 -5.523 3.446 -0.682
C 0.687 -4.893 2.393 0.283
C 0.126 -3.767 1.787 -1.091
C -1.088 -3.277 2.267 0.715
C -1.729 -3.919 3.316 -0.713
N 0.846 -3.105 0.788 0.381
C 0.837 -3.455 -0.441 -0.359
C 1.793 -2.702 -1.344 -0.188
C 2.488 -3.433 -2.482 -0.444
C 0.510 -5.025 -3.357 -1.410
C -0.208 -5.139 -2.059 -1.079
C -0.080 -4.521 -0.888 -0.623
H -1.676 -5.533 4.738 0.382
H 0.497 -6.395 3.903 0.348
H 1.639 -5.259 2.027 0.420
H -1.508 -2.389 1.811 -0.052
H -2.673 -3.527 3.674 0.372
H 2.563 -2.338 -0.661 0.730
H 3.562 -3.546 -2.362 0.522
H -0.164 -4.495 -4.044 0.291
H -1.024 -5.859 -2.099 0.346
H -0.780 -4.824 -0.118 0.344
```

***

A 2-piece molecular cluster, C57H75N4 overall at a distorted geometry. Source: the OMol25 dataset; level of theory: ωB97M-V/def2-TZVPD.

As for the net charge: +1.

Structure (XYZ):
```
136
Properties=species:S:1:pos:R:3:mulliken_charge:R:1
C 4.603 -5.489 4.637 -0.929
N 3.997 -4.965 3.423 0.217
C 4.491 -5.623 2.226 -1.005
C 2.764 -4.297 3.430 -0.209
C 2.700 -2.892 3.618 -0.019
C 1.494 -2.223 3.538 -0.635
C 0.270 -2.902 3.245 0.829
C -0.970 -2.200 3.042 0.543
C -2.208 -2.850 3.161 -0.648
C -3.459 -2.273 3.358 -0.280
C -4.703 -2.986 3.418 0.816
C -5.923 -2.249 3.467 -0.792
C -7.156 -2.866 3.462 -0.332
C -7.258 -4.281 3.437 -0.091
N -8.521 -4.894 3.419 0.174
C -9.074 -5.478 2.209 -0.953
C -9.105 -5.463 4.622 -0.956
C -6.060 -5.034 3.432 -0.303
C -4.820 -4.407 3.438 -0.767
C 0.344 -4.324 3.214 -0.822
C 1.552 -5.001 3.261 -0.538
H 4.261 -4.929 5.512 0.304
H 4.366 -6.556 4.773 0.309
H 5.694 -5.399 4.547 0.327
H 4.108 -5.119 1.333 0.293
H 5.587 -5.568 2.235 0.345
H 4.201 -6.684 2.200 0.347
H 3.634 -2.359 3.816 0.477
H 1.457 -1.154 3.744 0.434
H -0.927 -1.111 2.867 0.226
H -2.210 -3.938 3.088 0.006
H -3.529 -1.187 3.470 0.438
H -5.863 -1.163 3.501 0.353
H -8.079 -2.287 3.461 0.456
H -8.701 -4.952 1.324 0.297
H -8.822 -6.549 2.129 0.335
H -10.169 -5.393 2.247 0.326
H -8.749 -4.928 5.508 0.302
H -10.198 -5.374 4.558 0.324
H -8.858 -6.533 4.718 0.334
H -6.137 -6.120 3.414 0.410
H -3.916 -5.016 3.471 0.387
H -0.570 -4.910 3.154 0.288
H 1.579 -6.090 3.203 0.450
C 1.607 0.919 1.618 -0.096
C 2.013 2.285 2.137 3.176
C 2.063 2.130 3.664 -2.479
C 3.435 2.618 1.701 -1.705
C 1.019 3.435 1.699 0.107
C 0.295 4.052 2.727 -0.467
C -0.226 5.328 2.577 -1.518
C -0.133 5.950 1.343 -0.799
C 0.272 5.254 0.203 0.289
C 0.020 6.059 -1.126 2.137
C -0.192 5.181 -2.337 -1.619
C 1.181 7.040 -1.350 -1.726
C -1.269 6.897 -1.043 -1.924
C 0.889 3.970 0.380 -0.866
N 1.421 3.251 -0.766 1.358
C 2.553 3.768 -1.542 -0.924
C 2.531 2.952 -2.801 0.269
N 1.637 1.821 -2.493 1.268
C 1.637 0.681 -3.393 -2.036
C 2.751 -0.223 -3.362 0.785
C 4.027 -0.166 -2.448 2.143
C 4.537 -1.587 -2.134 -2.191
C 3.797 0.475 -1.097 -0.800
C 5.161 0.543 -3.210 -1.829
C 2.798 -1.265 -4.284 -0.321
C 1.766 -1.509 -5.176 -1.712
C 0.752 -0.575 -5.282 -0.298
C 0.678 0.533 -4.439 0.754
C -0.424 1.537 -4.908 2.194
C -1.695 0.798 -5.360 -1.826
C 0.123 2.312 -6.118 -1.904
C -0.856 2.487 -3.829 -1.274
C 0.928 2.087 -1.334 -0.263
C -0.148 1.422 -0.772 -0.403
C -0.731 0.201 -1.255 0.868
C 0.023 -0.955 -1.586 -0.148
C -0.598 -2.031 -2.210 -0.874
C -1.985 -2.037 -2.400 -0.767
C -2.760 -0.967 -1.936 -0.976
C -2.146 0.143 -1.365 -0.644
H 1.697 0.864 0.533 -1.612
H 2.251 0.135 2.043 0.638
H 0.568 0.688 1.877 0.103
H 2.368 3.063 4.155 0.467
H 1.097 1.802 4.068 0.503
H 2.803 1.359 3.933 0.366
H 3.776 3.540 2.190 0.405
H 4.120 1.803 1.980 0.374
H 3.507 2.762 0.622 0.227
H 0.192 3.572 3.702 0.411
H -0.676 5.848 3.421 0.388
H -0.435 6.997 1.261 0.283
H -1.037 4.504 -2.183 0.457
H -0.403 5.795 -3.225 0.533
H 0.697 4.605 -2.572 -0.042
H 1.086 7.902 -0.674 0.428
H 2.161 6.587 -1.158 0.366
H 1.173 7.417 -2.384 0.395
H -1.179 7.756 -0.369 0.507
H -1.512 7.306 -2.035 0.457
H -2.119 6.283 -0.723 0.412
H 2.447 4.847 -1.718 -0.037
H 3.499 3.643 -0.995 0.697
H 2.124 3.503 -3.668 0.323
H 3.525 2.586 -3.086 -0.030
H 5.011 -2.064 -3.002 0.549
H 5.304 -1.542 -1.347 0.449
H 3.722 -2.230 -1.775 0.390
H 3.422 1.489 -1.187 -0.265
H 3.097 -0.113 -0.498 -0.070
H 4.743 0.539 -0.538 0.873
H 4.837 1.470 -3.698 0.416
H 5.987 0.785 -2.524 0.391
H 5.554 -0.117 -3.997 0.410
H 3.664 -1.926 -4.329 0.241
H 1.774 -2.390 -5.808 0.415
H 0.030 -0.701 -6.088 0.220
H -1.988 0.039 -4.623 0.311
H -2.528 1.511 -5.462 0.369
H -1.569 0.319 -6.339 0.514
H 1.037 2.865 -5.860 0.293
H 0.362 1.620 -6.938 0.413
H -0.624 3.032 -6.487 0.440
H 0.007 3.014 -3.447 -0.477
H -1.562 3.233 -4.218 0.899
H -1.325 1.954 -2.998 0.275
H -0.623 1.926 0.066 0.500
H 1.096 -0.973 -1.365 0.636
H 0.006 -2.864 -2.578 0.458
H -2.462 -2.876 -2.910 0.426
H -3.846 -0.976 -2.045 0.445
H -2.720 1.011 -1.029 0.428
```

***

A 13-piece molecular cluster, C57H76N13O2 overall at a distorted geometry. Source: the OMol25 dataset; level of theory: ωB97M-V/def2-TZVPD.

As for the net charge: -1.

Structure (XYZ):
```
148
Properties=species:S:1:pos:R:3:mulliken_charge:R:1
C -5.896 -2.892 -0.867 -0.525
C -5.962 -1.426 -0.385 -0.670
O -4.718 -1.035 0.191 0.601
C -4.169 0.162 -0.387 -1.056
C -2.664 0.021 -0.248 2.306
C -1.874 0.745 -1.366 -1.291
C -1.471 2.175 -0.938 1.312
C -1.423 3.128 -2.136 -1.602
C -0.143 2.140 -0.154 -1.441
O -4.572 1.309 0.602 -0.277
C -4.849 2.343 -0.091 0.635
N -5.041 3.380 -0.575 -0.788
H -6.669 -3.483 -0.376 0.348
H -4.904 -3.282 -0.661 -0.143
H -6.034 -2.898 -1.949 0.220
H -6.760 -1.288 0.354 0.207
H -6.168 -0.746 -1.211 0.621
H -2.289 0.424 0.710 0.589
H -2.393 -1.031 -0.287 -2.647
H -2.485 0.796 -2.267 0.485
H -0.972 0.153 -1.570 0.268
H -2.248 2.527 -0.258 0.085
H -1.386 4.165 -1.799 0.402
H -0.552 2.882 -2.750 0.140
H -2.328 2.976 -2.723 0.425
H 0.705 2.338 -0.813 0.218
H -0.188 2.878 0.652 0.393
H -0.044 1.159 0.311 0.345
N -0.307 -3.997 0.665 -0.032
C -1.189 -3.253 -0.085 -0.593
C -0.590 -2.975 -1.280 -0.097
C 0.696 -3.581 -1.264 -1.212
C 0.843 -4.202 -0.052 -0.596
H -0.473 -4.332 1.598 0.296
H -2.157 -2.978 0.300 0.754
H -1.026 -2.400 -2.077 0.486
H 1.431 -3.559 -2.052 0.415
H 1.661 -4.766 0.362 0.411
N -2.998 -5.478 1.443 0.180
C -3.004 -6.656 2.140 -0.519
C -4.199 -6.746 2.803 -0.684
C -4.944 -5.576 2.490 -0.739
C -4.175 -4.817 1.648 0.226
H -2.243 -5.143 0.866 0.330
H -2.161 -7.326 2.104 0.400
H -4.507 -7.558 3.441 0.399
H -5.931 -5.324 2.840 0.478
H -4.363 -3.870 1.177 -0.035
N 3.398 4.286 0.681 0.271
C 2.632 4.773 -0.337 -0.699
C 3.368 4.704 -1.489 -0.687
C 4.636 4.152 -1.145 -0.783
C 4.619 3.901 0.201 -0.550
H 3.103 4.221 1.637 0.189
H 1.628 5.116 -0.155 0.524
H 3.033 5.009 -2.467 0.680
H 5.461 3.956 -1.811 0.502
H 5.366 3.486 0.857 0.576
N 7.411 1.061 0.994 0.138
C 8.714 0.727 1.242 -0.895
C 8.791 0.252 2.524 -0.203
C 7.480 0.299 3.071 -0.539
C 6.653 0.801 2.102 -0.520
H 7.065 1.437 0.130 0.205
H 9.471 0.856 0.487 0.477
H 9.685 -0.093 3.016 0.407
H 7.180 -0.003 4.060 0.442
H 5.593 0.993 2.105 0.478
N -3.603 -4.093 -5.272 0.060
C -2.717 -3.127 -5.671 -0.682
C -2.502 -2.290 -4.608 -0.979
C -3.286 -2.770 -3.524 0.631
C -3.951 -3.880 -3.959 -1.552
H -3.940 -4.839 -5.850 0.216
H -2.319 -3.118 -6.671 0.420
H -1.857 -1.427 -4.605 0.576
H -3.354 -2.344 -2.536 0.577
H -4.640 -4.534 -3.450 0.679
N 9.289 -2.060 -1.033 0.068
C 7.988 -2.129 -0.620 -0.259
C 7.351 -3.061 -1.394 -0.534
C 8.308 -3.574 -2.313 -0.434
C 9.495 -2.938 -2.063 -0.496
H 9.986 -1.457 -0.636 0.202
H 7.630 -1.516 0.190 0.251
H 6.315 -3.344 -1.313 0.459
H 8.143 -4.324 -3.068 0.387
H 10.461 -3.034 -2.527 0.371
N 5.727 7.152 -1.990 0.090
C 6.886 7.207 -2.713 -0.449
C 7.411 8.466 -2.576 -0.516
C 6.531 9.198 -1.733 -0.636
C 5.505 8.357 -1.389 -0.278
H 5.129 6.346 -1.911 0.296
H 7.238 6.350 -3.261 0.335
H 8.322 8.822 -3.028 0.383
H 6.640 10.222 -1.416 0.381
H 4.638 8.514 -0.770 0.373
N -7.389 -4.890 -4.499 0.075
C -7.392 -5.860 -3.533 -0.359
C -8.638 -5.882 -2.965 -0.533
C -9.417 -4.887 -3.615 -0.367
C -8.618 -4.293 -4.556 -0.573
H -6.601 -4.647 -5.071 0.171
H -6.512 -6.447 -3.331 0.401
H -8.954 -6.535 -2.169 0.415
H -10.443 -4.633 -3.412 0.406
H -8.816 -3.499 -5.255 0.378
N 2.215 3.880 4.692 0.080
C 1.949 5.203 4.449 -0.399
C 1.169 5.667 5.473 -0.557
C 0.958 4.586 6.370 -0.435
C 1.613 3.500 5.861 -0.278
H 2.760 3.277 4.105 0.146
H 2.330 5.698 3.572 0.401
H 0.789 6.670 5.568 0.395
H 0.386 4.605 7.283 0.405
H 1.704 2.493 6.230 0.237
N -5.429 -1.528 2.958 0.363
C -5.686 -0.201 3.100 -0.364
C -6.315 -0.021 4.308 -0.823
C -6.430 -1.302 4.919 -0.605
C -5.868 -2.212 4.057 -0.418
H -4.977 -1.918 2.146 0.143
H -5.387 0.469 2.311 0.584
H -6.651 0.921 4.709 0.444
H -6.870 -1.529 5.876 0.397
H -5.742 -3.277 4.134 0.291
N 1.233 3.969 -6.630 0.018
C 0.370 3.709 -7.660 -0.377
C -0.501 2.739 -7.241 -0.775
C -0.151 2.403 -5.906 -0.069
C 0.921 3.178 -5.557 -0.782
H 1.980 4.638 -6.657 0.180
H 0.448 4.235 -8.596 0.371
H -1.303 2.319 -7.825 0.381
H -0.634 1.677 -5.272 0.658
H 1.483 3.236 -4.641 0.392
N 1.378 -0.349 7.313 0.028
C 2.593 -0.177 7.922 -0.364
C 2.661 -1.053 8.972 -0.473
C 1.441 -1.783 8.995 -0.388
C 0.672 -1.326 7.959 -0.517
H 1.051 0.162 6.514 0.195
H 3.299 0.549 7.558 0.354
H 3.493 -1.160 9.648 0.386
H 1.162 -2.554 9.693 0.385
H -0.312 -1.610 7.628 0.390
```

***

no.,lowest unoccupied orbital energy (eV)
1,4.120
2,-5.270
3,1.372